Below is C38H46BaClF6Ge3N2O4S2 as an isolated structure, with properties calculated with the ωB97M-V functional and the def2-TZVPD basis.

Computed properties:
Energy above the lowest of the compared OMol25 structures with the same formula, charge and spin   52.69 kJ/mol
Spin multiplicity   2
Total charge   -2
Energy   -9998.11429 a.u.
HOMO (alpha / beta)   -1.7 / -1.7 eV
HOMO-LUMO gap (alpha / beta)   5.48 / 4.79 eV

Each line ends with the Löwdin charge.
Element x y z (Å)
C1 -5.1073 0.3123 2.4859  -0.1424
C2 -1.1213 3.8871 2.9025  -0.0687
S1 4.6598 0.4555 4.5966  0.5796
H1 0.2895 -0.2789 -5.8211  0.0035
F1 2.0983 -1.9580 3.8393  0.1535
C3 -4.1262 3.4285 0.4508  -0.2689
H2 5.0421 1.6210 -0.6030  0.1167
H3 -1.6567 -3.3486 0.6769  0.0534
H4 -3.5448 2.3317 -2.7559  -0.0224
C4 -6.2939 -3.5302 -2.4313  -0.1341
Ba1 0.4522 -0.0944 0.1369  1.6548
H5 -5.5678 1.1518 1.9790  0.0436
H6 3.6213 -2.1709 -2.0506  0.1058
H7 5.4988 -3.2952 -0.9155  0.1058
C5 0.5390 -3.1447 0.8529  -0.2483
C6 5.3993 -2.2189 -0.8761  -0.1043
C7 -5.3677 0.1352 3.8411  -0.1171
H8 6.9190 0.4794 0.5236  0.0965
C8 0.8775 -2.7082 -1.3588  -0.2744
H9 -7.4571 -1.8954 -3.1963  0.0867
C9 -4.7906 -0.9213 4.5331  -0.1314
C10 -5.8843 -1.2153 -1.9024  -0.1378
H10 -0.4946 3.2087 0.9627  0.1081
H11 -2.1269 2.8885 -4.6503  -0.0103
H12 -1.8652 4.2112 4.8924  0.0983
H13 -2.6005 1.8282 5.1354  0.1010
C11 0.6536 -0.0801 -4.8093  -0.2432
Ge1 -3.6069 -0.2068 -0.1325  0.7929
O1 3.0066 -0.4766 1.5647  -0.3523
H14 -4.1941 3.2562 1.5279  -0.0002
H15 1.3478 -2.4779 -2.3072  0.0616
C12 5.1562 0.5470 -0.6931  -0.0397
H16 0.7090 -3.3178 1.9074  0.0766
C13 1.5294 -2.8697 -0.1104  -0.2964
F2 6.3134 1.9549 3.1264  0.1145
Ge2 -4.8516 1.9029 -0.5887  0.6290
C14 6.3451 0.8867 3.9351  -0.6576
Ge3 -0.7626 0.8667 -3.7940  0.6519
H17 -3.1814 0.1459 -3.3531  -0.0165
H18 -0.4668 2.9775 -5.2552  -0.0017
Cl1 7.6513 -2.2665 0.6260  0.6453
C15 6.3228 -1.4656 -0.1590  -0.6607
C16 -4.5868 2.4798 -2.4673  -0.2734
C17 1.6168 -0.7303 3.7807  -0.6676
F3 1.6282 -0.1989 5.0055  0.1332
C18 -3.6908 -1.5946 2.4985  -0.1547
C19 -1.7175 3.4982 4.0902  -0.0802
C20 -5.2137 -3.8808 -1.6310  -0.1128
O2 4.5713 1.2263 5.8006  -0.2833
H19 -4.9327 -4.9230 -1.5231  0.0897
H20 0.6745 2.1660 -2.3083  -0.0837
C21 -1.3044 2.3011 -5.0642  -0.2473
O3 4.6549 -0.9786 4.6933  -0.2791
H21 -3.4850 -2.6198 4.3736  0.0928
H22 -4.8308 3.5401 -2.5823  0.0068
H23 3.0265 1.5402 -2.0286  0.0624
H24 -7.3821 1.5230 -1.0561  -0.0071
H25 -3.6202 -3.1952 -0.3861  0.0701
H26 2.3976 -0.0775 -2.6650  0.0352
C22 -6.8201 2.1169 -0.3330  -0.2707
C23 -4.4780 -2.8982 -0.9813  -0.1333
H27 -0.7878 4.9037 2.7431  0.0997
H28 -0.9473 2.0359 -1.6095  -0.0904
S2 2.6047 0.3788 2.6469  0.5314
C24 -0.1368 1.4498 -2.0793  -0.5615
H29 -2.0983 -1.2214 -3.1500  -0.0118
C25 3.1341 0.4657 -2.0876  0.0602
H30 -3.0764 3.5832 0.1977  -0.0061
C26 -0.7097 -3.1407 0.2080  -0.2321
H31 -7.1307 1.8088 0.6669  -0.0098
H32 -1.6307 1.8709 -6.0162  -0.0012
C27 -1.9097 1.3030 3.1799  -0.1396
H33 -1.2785 -2.7955 -1.9030  0.0688
H34 -4.9869 -1.0616 5.5901  0.0843
C28 -2.3017 -0.3492 -3.7676  -0.2210
F4 0.3560 -0.7945 3.3413  0.1074
H35 -4.6802 4.3392 0.2037  0.0040
H36 -2.9906 -2.2521 2.0018  0.0675
C29 -4.7963 -1.5381 -1.0858  -0.3839
H37 1.5645 0.5189 -4.8887  0.0020
C30 -0.9547 2.9378 1.9085  -0.1845
C31 4.1944 -0.1787 -1.4456  -0.3113
H38 2.5909 -2.7736 0.0610  0.0636
F5 7.1711 1.1680 4.9507  0.1179
N1 3.7531 1.0345 3.4608  -0.2868
C32 4.3558 -1.5863 -1.5110  -0.0411
N2 -1.3380 1.6684 2.0322  0.0222
C33 -2.1224 2.1824 4.2319  -0.0533
H39 -2.5386 -0.6734 -4.7849  0.0147
H40 -2.2227 0.2685 3.2561  0.0884
H41 -5.2150 1.9044 -3.1512  0.0056
H42 -7.0924 3.1684 -0.4688  0.0003
F6 6.8629 -0.1363 3.2525  0.1126
H43 -6.0231 0.8284 4.3591  0.0897
C34 6.2018 -0.0815 -0.0597  -0.1160
O4 1.6235 1.3594 2.2744  -0.4096
C35 -4.2563 -0.5394 1.7703  -0.3920
C36 -6.6213 -2.1889 -2.5691  -0.1182
H44 -6.1671 -0.1769 -2.0306  0.0495
H45 0.9051 -1.0377 -4.3471  -0.0051
C37 -3.9532 -1.7937 3.8490  -0.1160
H46 -6.8664 -4.2928 -2.9474  0.0820
C38 -0.5065 -2.8649 -1.1515  -0.2284

Below is a 17-piece molecular cluster, C24H82O17 overall, with properties calculated with the ωB97M-V functional and the def2-TZVPD basis.

Computed properties:
Energy above the lowest of the compared OMol25 structures with the same formula, charge and spin   156.93 kJ/mol
Total charge   0
Energy   -2242.64321 a.u.
HOMO   -9.8 eV
HOMO-LUMO gap   9.87 eV

Each line ends with the Löwdin charge.
Element x y z (Å)
H1 6.3809 16.2471 12.1834  0.0777
O1 12.5223 9.4577 3.6196  -0.0579
H2 7.0124 14.6518 8.6435  0.0576
H3 8.7651 13.7370 2.6826  0.0306
H4 12.3218 9.2801 2.7006  0.0153
O2 7.9072 17.4481 -3.5004  -0.0632
H5 3.2808 9.3906 0.1490  0.0930
H6 1.8021 10.1231 1.9157  0.0698
O3 8.2620 17.0917 1.0434  -0.0440
H7 11.7103 9.8164 3.9774  -0.0189
H8 3.5067 11.5119 0.8611  0.1269
H9 6.6134 12.2532 -0.7132  0.0529
H10 7.6007 9.9393 -4.2412  0.0815
C1 2.6872 10.3706 2.5018  -0.0399
H11 9.1904 15.2622 -3.1119  0.0946
H12 10.6935 17.4453 5.9386  0.1384
O4 9.6783 14.1658 0.8422  -0.0907
C2 10.2351 16.4809 5.7198  -0.4802
H13 5.7865 12.9239 -2.1024  0.0683
C3 7.3954 11.2764 -2.5059  -0.4122
H14 7.8538 14.2680 -2.6624  0.0481
C4 10.8951 14.8755 0.9650  -0.4567
C5 8.1996 15.3017 -2.6593  -0.0582
H15 5.8316 14.9683 2.1216  0.0796
O5 10.1697 10.9823 3.9447  -0.0518
O6 4.4140 14.0213 7.2509  -0.0601
H16 13.0242 14.3684 1.5286  0.0793
O7 4.0418 9.5529 0.7113  -0.0558
H17 6.6201 11.4231 -4.4955  0.0773
H18 6.1666 14.4994 12.2896  0.0820
H19 6.9139 13.0240 4.9691  0.0599
H20 9.3526 15.9282 7.5785  0.0793
O8 4.6517 14.2901 10.0701  -0.0707
H21 9.8291 13.4139 0.2646  0.0163
H22 4.0031 14.2697 10.7776  0.0916
H23 7.4788 15.7886 -5.3611  0.0853
H24 9.1083 8.6970 1.3778  0.0339
H25 6.3199 17.2758 5.6309  0.0627
H26 11.9291 15.3271 5.0070  0.0783
O9 9.7940 16.6238 4.3865  -0.0872
C6 5.3689 15.1797 3.0856  -0.0409
H27 7.4176 9.6623 5.7787  0.0924
H28 12.2360 13.1758 0.6372  0.0701
H29 9.3969 19.8938 3.9642  0.0593
H30 8.2649 15.7580 6.2144  0.0734
H31 9.0824 11.5342 -0.8848  0.0059
H32 7.5499 10.7569 4.4487  0.0603
H33 5.9597 10.0693 -3.6055  0.0755
C7 12.0363 13.9251 1.4033  -0.0306
H34 8.3632 16.1400 1.0286  0.0011
H35 8.5221 12.5158 7.8949  0.0622
O10 11.9972 17.4585 2.7566  -0.0432
H36 5.3086 14.2566 3.6620  0.0639
H37 9.1313 12.3620 6.1944  0.0526
H38 6.4467 11.4422 7.1789  0.1353
H39 4.6392 14.2366 8.1560  -0.0215
C8 5.6615 15.2733 10.3302  -0.4492
H40 8.3178 17.7798 -2.6985  0.0862
C9 7.0100 10.5917 5.3811  -0.0507
C10 8.5603 11.8973 6.9982  -0.0112
H41 9.0098 14.2152 4.0980  0.0252
H42 2.4370 11.2621 3.0769  0.0779
H43 9.4773 17.5261 4.3026  0.0288
H44 10.6170 14.3417 5.6352  0.0586
H45 10.6690 15.6285 1.7199  0.1020
C11 5.5825 16.7385 5.0345  -0.0452
C12 7.1724 16.2459 -3.2403  -0.4593
C13 11.1928 15.2512 5.8071  -0.0068
H46 12.1524 18.4030 2.7466  0.0333
H47 5.9818 10.5001 5.0310  0.0744
H48 6.3596 16.4082 -2.5324  0.1363
H49 5.0431 11.6456 2.9672  0.0652
H50 5.4123 15.8472 5.6384  0.0599
C14 5.7522 15.4147 11.8670  -0.0581
H51 7.7816 17.2694 1.8520  -0.0211
H52 11.7640 13.5017 2.3700  0.0718
H53 5.8870 11.5203 1.3571  0.0619
H54 4.6111 17.2325 5.0516  0.0876
O11 8.8548 19.1528 3.6936  -0.0167
C15 5.2033 11.0535 2.0662  -0.0334
H55 11.6662 15.1277 6.7811  0.0822
H56 4.2986 15.3779 3.0296  0.0852
H57 5.2321 13.7029 6.8693  -0.0259
H58 5.3921 11.2747 -1.5066  0.0643
O12 8.3366 8.9233 1.8968  -0.0350
H59 5.6691 10.1456 2.4493  0.0689
C16 6.1860 12.0003 -1.6835  -0.0166
H60 7.6997 15.7590 9.7446  0.0801
H61 8.3613 15.3903 -1.5851  0.0597
C17 7.1294 11.7105 6.3726  -0.4774
H62 10.3945 16.1744 -0.6958  0.0512
H63 11.0852 17.3680 3.0330  -0.0124
H64 5.1997 17.5295 2.4756  0.1000
H65 8.6523 17.3567 6.8286  0.0826
C18 6.1720 16.3582 3.6770  -0.4524
O13 7.9572 10.1776 -1.7495  -0.0863
H66 8.9508 10.9097 7.2437  0.0793
H67 8.1611 11.9905 -2.8089  0.1187
H68 4.8229 15.5872 12.4098  0.0737
H69 9.8656 10.4563 3.2050  0.0179
H70 7.9715 19.5149 3.6226  0.0578
H71 5.2631 16.1871 9.8893  0.1325
H72 7.6189 8.9432 1.2638  0.0216
H73 2.8970 9.4989 3.1217  0.0830
C19 11.2490 15.5816 -0.3696  -0.0393
C20 7.0107 14.9155 9.7011  -0.0451
H74 11.4253 14.8632 -1.1700  0.0772
C21 6.6802 15.8450 -4.6214  -0.0609
H75 7.2010 16.0366 3.8372  0.1124
O14 6.1102 17.4659 2.7734  -0.0648
H76 6.1016 14.9254 -4.7075  0.0677
H77 10.4506 11.2265 -0.3146  0.0645
O15 6.6342 12.9223 5.8818  -0.0734
H78 7.4473 14.0258 10.1548  0.0840
O16 8.7958 13.4329 3.5897  -0.0279
H79 9.7129 11.8180 3.8487  -0.0129
C22 6.8774 10.6247 -3.7995  -0.0620
O17 9.8943 11.9522 -0.5978  -0.0175
H80 7.3178 9.5389 -1.4258  0.0942
C23 9.0685 16.3704 6.6236  -0.0620
H81 5.9584 16.5590 -5.0182  0.0752
C24 3.8208 10.6764 1.4866  -0.5068
H82 12.0390 16.3319 -0.3362  0.0790

energy of number 2 (C24H82O17)? -2242.64321 a.u.

The highest energy above the lowest of the compared OMol25 structures with the same formula, charge and spin belongs to which entry? C24H82O17

The lowest energy above the lowest of the compared OMol25 structures with the same formula, charge and spin belongs to which entry? C38H46BaClF6Ge3N2O4S2

Which of these has the lowest total charge? C38H46BaClF6Ge3N2O4S2